C18H47NO4PtSi2 | ωB97M-V/def2-TZVPD

Last column: Löwdin spin population.
Atoms and positions in Å:
H1 3.45664 2.96307 -2.11381  0.001
H2 -0.74379 4.54621 0.23426  0.000
C1 -3.88384 -1.25471 -2.02400  0.000
H3 -0.40195 2.06250 2.74362  0.019
C2 -3.83495 -3.71729 -0.20960  0.000
H4 -2.64568 -3.42812 -4.03587  0.000
H5 -3.31926 -0.66083 -2.75421  0.000
C3 -2.08438 -0.97749 4.41973  0.003
H6 0.11098 2.50389 -1.06563  0.001
C4 0.51695 0.52071 -6.16231  0.000
H7 -0.05313 -0.57388 6.66328  0.000
N1 2.87965 1.78330 2.92006  0.152
H8 -2.17296 2.46636 4.69098  0.001
H9 -0.97749 0.53561 2.04683  0.038
H10 4.65166 1.43878 4.02348  0.003
Si1 -0.79569 0.38902 4.53165  0.035
H11 -0.81429 -1.53354 -1.79193  0.000
C5 3.34150 -0.25892 4.18577  0.014
C6 2.59780 2.50413 -0.24162  0.013
H12 -4.03783 -4.30469 -3.36337  0.000
H13 -0.78230 0.86229 -4.47655  0.000
H14 0.72342 -2.78618 -3.83876  0.000
H15 1.69661 3.10752 -2.13858  0.000
H16 3.19965 1.71553 5.02520  0.001
H17 0.49329 4.23598 1.47058  0.000
H18 0.52405 -2.28375 -5.54352  0.000
C7 -3.01555 -3.96388 -3.15106  0.000
H19 -3.49180 -4.75574 -0.10679  0.000
C8 2.53015 2.50905 -1.75025  0.003
H20 -1.21328 -0.56587 -5.44600  0.000
H21 -2.38796 -4.85457 -3.01045  0.000
H22 1.39283 1.05643 -5.77992  0.000
H23 -0.72463 2.58098 5.72336  0.000
O1 2.32620 -0.71858 3.46833  0.137
H24 -2.12578 1.61262 6.25622  0.001
H25 -2.91522 -0.69274 3.76023  0.000
Pt1 1.54900 0.48860 2.06741  1.216
O2 0.29406 -0.80693 -4.04555  0.000
H26 1.21755 0.48586 6.02745  0.000
H27 2.91028 -2.75492 -5.01400  0.000
C9 0.47650 -0.27365 5.74429  0.003
C10 -0.29546 0.96562 2.79104  0.244
O3 4.00790 -0.96020 4.92357  0.007
H28 3.44840 1.90179 0.10181  0.003
Si2 -2.97408 -2.84992 -1.63722  0.000
C11 0.94943 -1.99477 -4.56661  0.000
C12 -1.18655 -2.40933 -1.23112  0.001
C13 0.19384 2.64632 0.01136  0.006
H29 -3.64617 -3.20583 0.74380  0.000
C14 -1.52639 1.91030 5.38328  0.006
H30 -4.92286 -3.74192 -0.36474  0.000
H31 -2.49327 -1.18107 5.42108  0.000
H32 -4.01005 -0.64723 -1.11835  0.000
H33 0.86107 -0.29577 -6.80712  0.000
H34 1.01522 -1.14923 5.35294  0.000
O4 1.40148 1.92108 0.40206  0.058
C15 0.24407 4.10680 0.40823  0.001
C16 2.45643 -1.82315 -4.67047  0.000
H35 2.89721 -1.57408 -3.69953  0.000
H36 -1.08132 -2.19584 -0.16175  0.001
H37 2.30224 2.57364 3.20968  0.006
H38 -0.53484 -3.26120 -1.47435  0.000
H39 -0.04721 1.21350 -6.79147  0.000
H40 2.70743 3.51845 0.15216  0.001
H41 2.47180 1.49836 -2.16630  0.000
H42 2.72572 -1.03639 -5.38341  0.000
H43 0.97075 4.67098 -0.19216  0.000
C17 3.57992 1.23936 4.10964  0.013
H44 -4.87941 -1.45365 -2.44187  0.000
H45 -0.64270 2.13405 0.49606  0.002
H46 -1.63958 -1.90587 4.03559  0.000
C18 -0.37086 0.01113 -5.03416  0.000
H47 3.55080 2.17193 2.25936  0.010

Atoms 1-3, force components in eV/Å:
H -0.1 0.0 -0.1
H 0.2 0.0 0.1
C -0.1 0.1 0.0

Computed properties:
Kohn-Sham gap (spin up / spin down)   6.15 / 8.14 eV
ΔE to the lowest compared entry with this formula, charge and spin   0.00 kcal per mole
E   -48108.53475 eV
<S²>   2.00
Total charge   0
Multiplicity   3
Strongest force on any atom   3.00 eV/A

C7H11NO | ωB97M-V/def2-TZVPD

Last column: natural (NBO) charge in e.
Atoms and positions in Å:
H1 -2.90180 0.56902 -0.59903  0.196
C1 -0.29686 -1.30374 -0.03018  0.107
H2 2.83411 -0.70156 0.75083  0.349
H3 2.27693 1.43327 -0.16130  0.211
C2 1.26420 1.15674 -0.54256  -0.421
C3 0.00216 -0.26330 0.94264  -0.316
H4 -0.03318 -2.37420 0.08714  0.224
C4 -0.85358 0.79567 0.14776  -0.248
N1 2.24137 -1.17322 0.06494  -0.825
H5 0.36065 2.42689 1.13500  0.203
H6 1.16799 1.32225 -1.63414  0.208
C5 -2.20089 0.08364 0.06216  -0.058
C6 0.11294 2.00720 0.14975  -0.377
C7 1.04502 -0.35155 -0.10548  0.099
H7 -2.72692 -0.19371 0.96410  0.180
H8 2.76944 -1.11736 -0.84300  0.358
H9 -0.65469 0.61880 -0.88316  0.213
H10 0.01700 -0.21499 2.05440  0.220
O1 -1.62671 -1.13857 -0.56913  -0.533
H11 -0.22326 2.80469 -0.51684  0.211

Atoms 1-3, force components in eV/Å:
H -0.1 -0.2 -0.5
C 0.0 -0.7 0.1
H 0.0 -0.3 -0.1

Computed properties:
Kohn-Sham gap   9.80 eV
SMILES   N[C@@]12CC[C@@H]3CO[C@@H]1[C@H]32
ΔE to the lowest compared entry with this formula, charge and spin   113.78 kcal per mole
E   -10970.34226 eV
Total charge   0
Strongest force on any atom   1.77 eV/A

> strongest force on any atom of number 2 (C7H11NO)?

1.77 eV/A

> Among the records above, which one has the lowest strongest force on any atom?

C7H11NO